1.
Formula: C6H9N
Source: the OMol25 dataset
Level of theory: ωB97M-V/def2-TZVPD

The geometry in XYZ format:
```
16
Properties=species:S:1:pos:R:3:forces:R:3
C -0.949 1.550 0.437 0.32 1.79 4.66
N -0.949 0.186 0.014 -0.16 0.39 -0.60
C -0.177 -0.901 0.716 -0.40 0.02 0.10
C -0.245 -1.610 -0.666 0.09 -0.57 -0.26
C -0.018 -0.151 -1.123 -0.37 -0.18 0.04
C 1.380 0.092 -0.532 0.96 2.88 -0.11
C 1.265 -0.393 0.711 0.47 0.01 -0.38
H -0.010 2.117 0.381 0.35 -0.43 -0.54
H -1.697 2.246 0.045 -0.26 -0.80 -0.37
H -1.079 1.672 1.673 -0.11 -0.76 -3.05
H -0.612 -1.308 1.637 0.15 0.07 -0.30
H -1.243 -1.978 -0.917 0.19 0.04 0.12
H 0.547 -2.326 -0.892 -0.12 0.04 0.05
H -0.277 0.241 -2.117 0.17 -0.24 0.35
H 2.077 0.960 -0.893 -0.95 -2.36 0.53
H 1.989 -0.397 1.524 -0.32 0.11 -0.21
```
Positions in Å, forces in eV/Å.

LUMO energy = 1.13 eV
Energy relative to the best compared isomer or geometry (same formula, charge and spin) = 3.6159 eV
F_max = 0.097 Eh/bohr
Kohn-Sham gap = 9.74 eV

***

2.
Formula: C6H9N
Source: the OMol25 dataset
Level of theory: ωB97M-V/def2-TZVPD

The geometry in XYZ format:
```
16
Properties=species:S:1:pos:R:3:forces:R:3
C 0.145 1.637 0.332 0.09 0.03 0.08
C 1.106 0.494 0.149 -0.08 0.19 -0.10
C 2.509 0.535 0.022 0.02 0.04 -0.14
C 2.188 0.099 -1.238 0.17 0.05 0.10
C 0.878 -0.614 -0.795 -0.22 -0.17 -0.10
H 0.610 2.483 0.843 0.01 -0.10 -0.09
H -0.750 1.316 0.876 0.30 0.00 -0.12
H -0.210 1.975 -0.652 0.15 -0.06 0.08
H 3.355 1.055 0.452 -0.28 -0.02 0.05
H 0.027 -0.558 -1.477 0.05 -0.02 0.15
H 1.080 -1.627 -0.451 -0.02 0.23 0.02
C -2.096 -1.654 0.869 -0.02 0.16 -0.01
N -2.172 -0.426 1.171 -0.11 -0.46 0.07
H -1.743 -1.935 -0.126 -0.06 0.04 0.11
H -2.367 -2.473 1.544 0.05 0.08 -0.05
H -2.504 -0.316 2.131 -0.03 0.01 -0.05
```
Positions in Å, forces in eV/Å.

LUMO energy = 0.99 eV
Energy relative to the best compared isomer or geometry (same formula, charge and spin) = 5.1625 eV
F_max = 0.009 Eh/bohr
Kohn-Sham gap = 9.11 eV

***

3.
Formula: C6H9N
Source: the OMol25 dataset
Level of theory: ωB97M-V/def2-TZVPD

The geometry in XYZ format:
```
16
Properties=species:S:1:pos:R:3:forces:R:3
C 3.097 -0.917 0.312 -0.67 0.19 -0.20
C 1.978 -0.686 -0.080 0.20 -0.01 0.28
C 0.616 -0.474 -0.631 -0.30 -0.18 -0.06
C -0.444 0.239 0.255 -0.90 -0.50 -0.38
C -1.323 1.281 -0.474 0.49 0.29 -0.09
C -0.380 -0.204 1.677 0.16 0.10 0.43
N -1.517 -0.614 0.892 -0.07 -0.68 0.30
H 4.092 -1.116 0.660 -0.34 0.08 -0.11
H 0.739 0.039 -1.594 -0.18 -0.09 0.24
H 0.182 -1.455 -0.835 0.14 -0.15 -0.23
H -0.878 1.436 -1.452 0.08 0.60 -0.04
H -1.500 2.224 0.045 0.29 0.04 -0.06
H -2.318 0.842 -0.691 0.62 0.18 0.13
H 0.242 -1.087 1.808 0.48 0.56 0.24
H -0.493 0.413 2.560 -0.06 0.19 -0.14
H -2.242 0.079 1.117 0.05 -0.62 -0.31
```
Positions in Å, forces in eV/Å.

LUMO energy = 0.99 eV
Energy relative to the best compared isomer or geometry (same formula, charge and spin) = 4.1378 eV
F_max = 0.021 Eh/bohr
Kohn-Sham gap = 10.16 eV

***

4.
Formula: C6H9N
Source: the OMol25 dataset
Level of theory: ωB97M-V/def2-TZVPD

The geometry in XYZ format:
```
16
Properties=species:S:1:pos:R:3:forces:R:3
C 0.206 1.888 -0.118 -0.02 0.13 0.00
C -0.167 0.448 -0.203 -0.05 0.34 0.10
C -1.554 -0.102 -0.175 -0.02 -0.07 -0.14
C -0.594 -0.453 0.926 0.04 0.20 0.34
C 0.461 -1.507 0.567 0.98 0.74 0.08
N 0.374 -1.857 -0.802 0.11 -0.37 -0.19
C 0.897 -0.539 -0.724 0.62 0.08 1.05
H 1.176 1.991 0.385 -0.14 0.07 -0.08
H -0.539 2.441 0.461 0.10 0.02 -0.08
H 0.291 2.332 -1.115 -0.02 0.03 0.09
H -2.298 0.635 0.130 0.19 -0.19 -0.06
H -1.906 -0.837 -0.893 0.14 0.05 0.11
H -0.763 -0.168 1.956 -0.09 -0.06 -0.04
H 1.498 -1.297 0.974 -1.51 -1.49 0.78
H 1.008 -2.567 -1.127 0.20 -0.06 0.01
H 1.911 -0.408 -0.240 -0.56 0.56 -1.97
```
Positions in Å, forces in eV/Å.

LUMO energy = 1.06 eV
Energy relative to the best compared isomer or geometry (same formula, charge and spin) = 5.1540 eV
F_max = 0.044 Eh/bohr
Kohn-Sham gap = 8.79 eV

***

5.
Formula: C6H9N
Source: the OMol25 dataset
Level of theory: ωB97M-V/def2-TZVPD

The geometry in XYZ format:
```
16
Properties=species:S:1:pos:R:3:forces:R:3
H -1.154 -2.494 0.494 0.09 -0.08 0.12
N -0.399 -1.809 0.545 -0.31 0.02 -0.22
C -0.536 -0.977 -0.408 0.02 0.02 0.08
C -1.636 -1.014 -1.448 -0.09 -0.04 -0.05
C 0.462 0.131 -0.557 -0.20 -0.02 -0.34
C 1.822 -0.027 0.052 0.03 0.24 0.12
C 1.065 0.837 0.631 0.28 -0.18 -0.15
C 0.817 1.870 1.656 -0.03 -0.03 0.01
H -2.156 -1.977 -1.468 0.13 0.12 0.09
H -2.380 -0.236 -1.243 0.12 -0.02 0.02
H -1.246 -0.812 -2.452 0.02 -0.04 0.17
H 0.349 0.672 -1.501 0.09 0.04 0.11
H 2.745 -0.573 -0.039 -0.09 0.03 0.04
H 1.702 1.994 2.289 -0.20 0.00 -0.08
H -0.038 1.587 2.277 0.11 0.06 -0.04
H 0.584 2.826 1.172 0.02 -0.14 0.11
```
Positions in Å, forces in eV/Å.

LUMO energy = 1.07 eV
Energy relative to the best compared isomer or geometry (same formula, charge and spin) = 2.6647 eV
F_max = 0.008 Eh/bohr
Kohn-Sham gap = 10.31 eV

***

6.
Formula: C6H9N
Source: the OMol25 dataset
Level of theory: ωB97M-V/def2-TZVPD

The geometry in XYZ format:
```
16
Properties=species:S:1:pos:R:3:forces:R:3
C 0.209 2.390 -1.515 -2.44 0.66 0.21
C -0.171 0.971 -1.224 0.22 -1.21 -0.52
C -0.917 0.004 -1.946 -0.38 0.84 -1.27
N -0.605 -1.129 -1.118 -1.87 1.61 1.97
C 0.434 -0.264 -0.935 2.60 1.26 -0.03
H -0.644 2.946 -2.049 1.26 -1.10 0.55
H 1.126 2.628 -1.983 1.02 -0.53 -1.08
H 0.323 2.931 -0.604 -0.19 0.34 1.09
H -0.499 -1.973 -1.572 0.59 -2.15 -1.17
H 1.504 -0.583 -1.016 -0.81 0.30 -0.25
C -0.578 -1.789 2.532 -0.52 -0.51 1.12
C 0.290 -0.905 2.114 0.35 0.40 -0.52
H -0.441 -2.070 3.633 -0.89 -0.24 -1.87
H -1.363 -2.100 1.804 0.44 -0.15 1.24
H 1.069 -0.571 2.749 0.68 0.40 0.59
H 0.261 -0.485 1.129 -0.07 0.06 -0.07
```
Positions in Å, forces in eV/Å.

LUMO energy = 0.87 eV
Energy relative to the best compared isomer or geometry (same formula, charge and spin) = 6.2815 eV
F_max = 0.061 Eh/bohr
Kohn-Sham gap = 9.42 eV

***

7.
Formula: C6H9N
Source: the OMol25 dataset
Level of theory: ωB97M-V/def2-TZVPD

The geometry in XYZ format:
```
16
Properties=species:S:1:pos:R:3:forces:R:3
C 2.040 -0.501 0.045 0.23 -0.14 0.07
N 0.747 0.083 -0.042 0.11 0.13 0.01
C -0.307 0.355 0.931 0.05 0.13 0.34
C -0.798 1.363 -0.159 -0.31 0.34 -0.02
C -0.323 0.153 -1.033 0.04 0.08 -0.36
C -1.371 -0.903 -0.596 0.03 -0.03 0.11
C -1.358 -0.773 0.730 0.02 -0.05 -0.15
H 2.135 -1.500 0.496 -0.20 -0.07 -0.11
H 2.470 -0.527 -0.963 -0.05 -0.08 0.17
H 2.657 0.194 0.633 0.10 -0.31 -0.06
H -0.025 0.631 1.949 -0.06 0.10 -0.15
H -0.113 2.211 -0.252 -0.26 -0.06 0.01
H -1.849 1.653 -0.172 -0.02 -0.12 -0.02
H -0.051 0.229 -2.088 -0.08 0.08 0.13
H -2.019 -1.482 -1.246 0.20 -0.01 0.18
H -1.991 -1.226 1.486 0.20 0.02 -0.15
```
Positions in Å, forces in eV/Å.

LUMO energy = 1.14 eV
Energy relative to the best compared isomer or geometry (same formula, charge and spin) = 3.4625 eV
F_max = 0.009 Eh/bohr
Kohn-Sham gap = 8.92 eV

***

8.
Formula: C6H9N
Source: the OMol25 dataset
Level of theory: ωB97M-V/def2-TZVPD

The geometry in XYZ format:
```
16
Properties=species:S:1:pos:R:3:forces:R:3
C -0.187 -0.686 1.080 -0.94 0.55 4.68
C -1.029 -0.151 -0.033 -1.55 -2.99 -1.41
C -0.530 1.229 -0.097 0.58 0.24 -1.41
C 0.993 0.969 -0.147 -0.46 0.12 -1.42
C 1.147 -0.290 0.677 4.35 0.83 -1.00
N 1.215 -0.435 -0.767 -1.67 1.42 -1.02
C -0.209 -0.821 -1.218 1.38 -0.52 3.23
H -0.312 -0.040 2.035 -0.58 -1.27 -0.98
H -0.304 -1.738 1.348 -0.01 0.09 -0.17
H -2.208 -0.324 0.140 2.83 0.38 -0.80
H -0.897 1.728 -0.985 -0.16 0.57 0.10
H -0.931 1.547 0.824 0.08 1.98 1.04
H 1.647 1.799 -0.620 -0.67 -1.70 1.69
H 2.177 -0.417 1.194 -2.28 -0.29 -0.53
H -0.204 -1.893 -1.264 -0.40 -0.66 0.24
H -0.368 -0.476 -2.169 -0.52 1.25 -2.25
```
Positions in Å, forces in eV/Å.

LUMO energy = 1.05 eV
Energy relative to the best compared isomer or geometry (same formula, charge and spin) = 2.7257 eV
F_max = 0.093 Eh/bohr
Kohn-Sham gap = 10.42 eV